Entry 1:
ORCA calculation (ωB97M-V/def2-TZVPD) on a structure of composition C23H19Cl2N5O2Sn.

Each line ends with the Mulliken charge.
Atoms and positions in Å:
Sn1 -0.019 0.706 -0.740  0.601
Cl1 -5.529 4.762 -1.834  -0.219
C1 -3.888 4.251 -1.665  0.094
C2 -3.588 3.201 -0.812  -0.510
C3 -2.280 2.755 -0.708  0.048
N1 -1.860 1.693 0.078  -0.025
C4 -2.471 1.296 1.197  0.277
O1 -3.550 1.644 1.652  -0.756
C5 -1.611 0.325 1.976  0.333
C6 -2.138 -0.298 3.103  -0.531
C7 -1.329 -1.124 3.856  -0.350
C8 -0.002 -1.281 3.477  -0.839
C9 0.436 -0.637 2.337  0.140
N2 -0.347 0.136 1.601  -0.040
C10 -1.254 3.402 -1.437  0.012
C11 -1.565 4.474 -2.257  -0.536
C12 -2.884 4.882 -2.386  0.102
Cl2 -3.258 6.174 -3.465  -0.220
N3 0.022 2.878 -1.263  -0.028
C13 1.139 3.597 -1.407  0.282
O2 1.265 4.748 -1.796  -0.762
C14 2.366 2.833 -0.966  0.311
C15 3.619 3.419 -1.123  -0.639
C16 4.739 2.733 -0.695  -0.248
C17 4.575 1.483 -0.113  -0.858
C18 3.295 0.974 0.002  0.033
N4 2.222 1.634 -0.406  -0.044
H1 -4.363 2.732 -0.229  0.533
H2 -3.172 -0.114 3.350  0.468
H3 -1.719 -1.637 4.722  0.449
H4 0.673 -1.887 4.058  0.452
H5 1.453 -0.736 1.988  0.199
H6 -0.781 4.987 -2.789  0.520
H7 3.671 4.398 -1.576  0.460
H8 5.723 3.165 -0.806  0.433
H9 5.422 0.917 0.243  0.390
H10 3.112 0.001 0.438  0.423
C19 1.524 -5.409 -0.889  -1.642
C20 0.294 -4.648 -0.381  2.105
C21 -0.912 -4.912 -1.293  -1.651
C22 -0.009 -5.034 1.075  -1.612
C23 0.577 -3.232 -0.409  -0.419
N5 0.799 -2.109 -0.410  -0.269
H11 1.327 -6.478 -0.846  0.402
H12 2.396 -5.190 -0.276  0.381
H13 1.749 -5.138 -1.919  0.403
H14 -1.123 -5.979 -1.328  0.401
H15 -0.706 -4.565 -2.303  0.407
H16 -1.795 -4.396 -0.925  0.380
H17 -0.160 -6.108 1.148  0.410
H18 -0.907 -4.531 1.429  0.374
H19 0.822 -4.754 1.721  0.374

Cartesian forces (eV/Å) of the 2 atoms listed first:
-0.65 0.86 -0.37
-0.22 -0.02 0.09

Output
Energy relative to the best compared isomer or geometry (same formula, charge and spin) in eV: 0.0513
Orbital gap in eV: 7.04
Total charge: 0


Entry 2:
ORCA calculation (ωB97M-V/def2-TZVPD) on a structure of composition C23H19CsN7O2S.

Each line ends with the Mulliken charge.
Atoms and positions in Å:
Cs1 -2.499 1.099 1.388  1.122
N1 -7.918 1.309 1.815  -0.374
C1 -6.569 1.478 1.704  0.444
S1 -5.613 0.078 1.664  -0.633
N2 -6.238 2.765 1.646  -1.085
N3 -4.938 3.057 1.538  0.608
C2 -4.692 4.319 1.488  -0.599
C3 -3.365 4.884 1.371  0.732
C4 -3.237 6.284 1.327  -0.845
C5 -1.986 6.853 1.216  -0.228
C6 -0.876 6.020 1.150  -0.768
C7 -1.089 4.650 1.199  -0.131
N4 -2.286 4.089 1.306  -0.220
H1 -8.296 0.384 1.859  0.171
H2 -8.503 2.126 1.832  0.231
H3 -5.520 5.030 1.535  0.192
H4 -4.130 6.893 1.382  0.298
H5 -1.872 7.930 1.181  0.404
H6 0.125 6.419 1.062  0.363
H7 -0.252 3.959 1.151  0.471
C8 6.028 -1.484 -5.099  -0.863
O1 4.694 -1.554 -4.661  -0.424
C9 4.453 -2.248 -3.507  0.915
C10 5.419 -2.896 -2.757  -0.255
C11 5.059 -3.557 -1.588  -0.761
C12 3.747 -3.565 -1.131  -0.061
C13 2.772 -2.937 -1.931  0.156
C14 3.121 -2.296 -3.096  -0.690
N5 3.418 -4.397 -0.034  -0.643
N6 2.501 -4.154 0.789  -0.445
C15 1.920 -2.900 0.931  -0.231
C16 2.627 -1.702 0.816  0.002
C17 2.027 -0.477 0.999  -0.911
C18 0.625 -0.325 1.192  0.694
O2 0.055 0.794 1.257  -0.962
C19 -0.130 -1.581 1.295  0.167
N7 -1.470 -1.487 1.418  -0.685
C20 -2.192 -2.580 1.484  -0.339
C21 -1.635 -3.868 1.447  -0.713
C22 -0.278 -3.992 1.314  -0.616
C23 0.528 -2.836 1.228  1.126
H8 6.021 -0.870 -5.997  0.236
H9 6.425 -2.475 -5.346  0.336
H10 6.677 -1.017 -4.350  0.343
H11 6.455 -2.905 -3.070  0.355
H12 5.815 -4.067 -1.004  0.360
H13 1.733 -2.973 -1.638  0.361
H14 2.373 -1.807 -3.707  0.411
H15 3.695 -1.751 0.631  0.373
H16 2.620 0.430 0.970  0.377
H17 -3.268 -2.445 1.564  0.397
H18 -2.273 -4.740 1.508  0.384
H19 0.194 -4.965 1.261  0.456

Cartesian forces (eV/Å) of the 2 atoms listed first:
-1.40 0.92 0.02
-0.03 0.12 0.00

Output
Energy relative to the best compared isomer or geometry (same formula, charge and spin) in eV: 0.3947
Orbital gap in eV: 6.31
Total charge: -1


Entry 3:
ORCA calculation (ωB97M-V/def2-TZVPD) on a structure of composition C23H19F5N5O4RuSSe.

Each line ends with the Mulliken spin population.
Atoms and positions in Å:
Ru1 0.068 -0.206 -0.872  0.906
O1 3.018 2.108 2.105  0.000
C1 2.202 1.595 1.195  -0.009
O2 1.054 1.301 1.376  0.015
C2 2.867 1.409 -0.137  0.014
C3 4.173 1.829 -0.357  0.002
C4 4.716 1.689 -1.622  -0.001
C5 3.915 1.184 -2.633  -0.001
C6 2.622 0.799 -2.329  -0.011
N1 2.116 0.857 -1.091  0.018
C7 1.669 0.241 -3.347  0.009
O3 1.852 0.467 -4.624  0.000
O4 0.728 -0.438 -2.989  0.014
H1 2.549 2.210 2.948  0.000
H2 4.738 2.258 0.457  0.000
H3 5.737 1.984 -1.821  0.000
H4 4.313 1.078 -3.634  0.000
H5 2.587 1.061 -4.824  0.000
F1 5.456 -2.646 1.851  -0.001
C8 4.174 -2.370 1.733  -0.008
C9 3.520 -2.612 0.535  -0.005
F2 4.175 -3.109 -0.511  0.000
C10 2.185 -2.296 0.440  0.006
F3 1.540 -2.457 -0.758  0.008
C11 1.461 -1.750 1.473  0.019
Se1 -0.382 -1.351 1.214  0.078
C12 2.138 -1.498 2.658  -0.022
F4 1.506 -0.944 3.677  -0.003
C13 3.478 -1.808 2.799  0.002
F5 4.106 -1.556 3.929  0.000
C14 -2.790 -4.296 -3.055  -0.001
N2 -2.506 -2.926 -2.623  0.003
C15 -3.152 -1.790 -3.053  -0.003
C16 -2.550 -0.743 -2.432  0.008
N3 -1.554 -1.237 -1.620  -0.004
C17 -1.550 -2.552 -1.766  0.004
H6 -3.857 -4.398 -3.233  0.000
H7 -2.496 -4.989 -2.272  0.000
H8 -2.246 -4.522 -3.968  0.000
H9 -3.969 -1.825 -3.753  0.000
H10 -2.747 0.312 -2.522  0.000
H11 -0.895 -3.237 -1.253  -0.002
C18 -4.346 -0.153 2.411  0.000
C19 -3.555 1.059 2.045  -0.004
C20 -3.559 2.241 2.726  0.000
C21 -2.788 3.305 2.240  0.001
N4 -2.018 3.171 1.154  -0.003
C22 -2.014 2.024 0.510  0.011
S1 -1.062 1.863 -0.936  -0.042
N5 -2.791 0.992 0.929  -0.001
C23 -2.797 4.635 2.911  0.000
H12 -4.709 -0.080 3.433  0.000
H13 -3.740 -1.056 2.318  0.000
H14 -5.209 -0.247 1.748  0.000
H15 -4.155 2.352 3.621  0.000
H16 -2.767 0.140 0.386  0.002
H17 -2.807 4.530 3.995  0.000
H18 -3.710 5.167 2.627  0.000
H19 -1.944 5.227 2.592  0.000

Cartesian forces (eV/Å) of the 2 atoms listed first:
0.01 -0.54 -0.16
0.10 -0.03 -0.06

Output
Energy relative to the best compared isomer or geometry (same formula, charge and spin) in eV: 1.1120
Orbital gap (alpha / beta) in eV: 6.74 / 6.83
Total charge: +2
Multiplicity: 2


Entry 4:
ORCA calculation (ωB97M-V/def2-TZVPD) on a structure of composition C23H19N2O3Tc.

Each line ends with the Mulliken spin population.
Atoms and positions in Å:
Tc1 1.180 -0.244 -1.504  3.074
O1 5.163 -0.822 -0.577  0.025
C1 4.032 -0.363 -0.473  -0.015
O2 3.119 -0.459 -1.377  0.017
C2 3.663 0.429 0.775  0.035
C3 2.343 0.648 1.208  -0.074
C4 2.166 1.512 2.295  0.002
C5 3.230 2.096 2.961  0.000
C6 4.529 1.820 2.561  -0.002
C7 4.731 0.994 1.469  0.001
H1 0.249 0.572 0.931  0.037
H2 1.156 1.714 2.636  -0.001
H3 3.046 2.751 3.806  0.000
H4 5.373 2.244 3.092  0.000
H5 5.728 0.774 1.113  0.000
C8 -0.810 -0.392 -1.706  -0.288
C9 -2.037 -0.458 -1.809  0.203
C10 -3.457 -0.541 -1.798  -0.044
C11 -4.145 -0.546 -0.571  0.039
C12 -5.525 -0.631 -0.528  -0.019
C13 -6.262 -0.708 -1.704  0.038
C14 -5.598 -0.698 -2.924  -0.020
C15 -4.216 -0.616 -2.974  0.038
H6 -3.567 -0.489 0.342  0.004
H7 -6.035 -0.638 0.428  -0.001
H8 -7.342 -0.777 -1.670  0.003
H9 -6.168 -0.759 -3.843  -0.001
H10 -3.703 -0.615 -3.927  0.001
C16 1.118 -0.027 0.652  -0.103
C17 0.893 -1.412 1.169  -0.070
C18 -0.419 -1.865 1.375  0.044
C19 -0.684 -3.129 1.868  -0.009
C20 0.355 -3.999 2.175  0.021
C21 1.660 -3.577 1.966  -0.014
C22 1.927 -2.309 1.473  0.064
H11 -1.237 -1.202 1.115  -0.012
H12 -1.712 -3.444 2.015  -0.002
H13 0.151 -4.987 2.570  0.002
H14 2.484 -4.245 2.190  -0.001
H15 2.956 -2.012 1.319  0.002
N1 -0.871 2.845 -2.256  -0.001
C23 0.489 2.929 -2.197  0.017
N2 0.996 4.104 -1.699  0.008
O3 1.241 2.035 -2.573  0.005
H16 -1.386 3.448 -1.636  0.002
H17 -1.201 1.879 -2.263  -0.003
H18 0.416 4.923 -1.668  0.000
H19 1.981 4.246 -1.829  -0.001

Cartesian forces (eV/Å) of the 2 atoms listed first:
-0.48 0.60 0.64
-0.16 0.06 -0.04

Output
Orbital gap (alpha / beta) in eV: 6.34 / 5.62
Total charge: -1
Multiplicity: 4


| no. | strongest force on any atom (hartree/bohr) | calculated total energy (Eh) |
| --- | --- | --- |
| 1 | 0.022 | -2446.89194 |
| 2 | 0.033 | -1839.99160 |
| 3 | 0.014 | -4855.97674 |
| 4 | 0.028 | -1303.90322 |